[1]
DFT (ωB97M-V/def2-TZVPD) results for a cluster of 16 separate species, C70H188N16O19 in total in a non-equilibrium geometry.

Its multiplicity is 1. The energy above the lowest of the compared OMol25 structures with the same formula, charge and spin is 53.0 kcal per mole. As for the HOMO energy: -8.647 eV. The calculation puts the HOMO-LUMO gap at 9.16 eV.

Last column: Mulliken charge in e.
CARTESIAN COORDINATES (ANGSTROEM)
C1 26.899 11.702 19.924  -1.72
C2 25.688 10.825 20.205  0.82
C3 24.597 11.188 19.236  -0.34
O1 24.289 12.603 19.347  -0.55
C4 23.135 12.978 18.500  1.14
N1 26.022 9.417 19.993  -0.66
H1 27.193 11.567 18.905  0.45
H2 27.688 11.422 20.572  0.53
H3 26.656 12.803 19.890  0.27
H4 25.321 11.019 21.198  0.17
H5 23.725 10.601 19.469  -0.34
H6 24.849 10.953 18.163  0.37
H7 22.223 12.624 18.957  0.08
H8 23.202 12.464 17.531  -0.39
H9 23.188 14.052 18.442  -0.60
H10 25.707 8.815 20.727  0.25
H11 27.030 9.385 20.007  0.26
C5 17.918 18.964 13.484  -1.03
C6 17.709 20.283 14.295  0.30
C7 17.569 20.091 15.837  0.43
O2 17.339 21.316 16.455  -0.55
C8 17.035 21.144 17.790  -0.46
N2 18.981 21.039 14.072  -0.63
H12 16.982 18.378 13.411  0.31
H13 18.694 18.268 13.820  -0.10
H14 18.190 19.338 12.521  0.48
H15 16.793 20.791 13.940  0.24
H16 18.523 19.692 16.234  -0.03
H17 16.679 19.428 16.036  -0.07
H18 16.813 22.122 18.129  0.45
H19 17.837 20.850 18.486  0.16
H20 16.161 20.476 17.964  0.03
H21 18.990 21.398 13.120  0.24
H22 18.973 21.901 14.641  0.25
C9 25.921 19.519 15.322  -1.46
C10 25.185 18.545 14.393  1.75
C11 23.692 18.855 14.397  -0.44
O3 23.102 17.908 13.538  0.22
C12 21.964 18.355 12.857  -1.02
N3 25.645 18.740 13.008  -0.79
H23 26.989 19.271 15.277  0.35
H24 25.652 19.439 16.374  0.12
H25 25.725 20.551 15.101  0.53
H26 25.206 17.530 14.725  -0.45
H27 23.543 19.900 13.966  0.34
H28 23.247 18.782 15.419  -0.59
H29 21.760 17.645 12.039  0.17
H30 22.200 19.348 12.279  0.30
H31 21.073 18.587 13.413  0.46
H32 26.537 18.404 12.815  0.31
H33 25.021 18.226 12.392  0.17
C13 29.561 17.609 18.066  -1.56
C14 28.170 18.246 18.023  0.91
C15 26.918 17.335 18.187  0.29
O4 26.828 16.511 17.013  -0.57
C16 25.586 15.802 16.961  0.02
N4 28.171 19.267 19.106  -0.78
H34 29.668 17.045 18.977  0.37
H35 30.344 18.378 18.116  0.43
H36 29.804 16.960 17.153  0.25
H37 28.061 18.782 17.078  -0.23
H38 26.114 18.030 18.190  -0.42
H39 26.823 16.724 19.092  0.45
H40 24.762 16.473 16.751  0.05
H41 25.348 15.290 17.930  0.46
H42 25.674 14.992 16.179  -0.25
H43 28.111 18.752 19.979  0.32
H44 27.305 19.809 19.077  0.21
C17 17.369 20.487 21.400  -1.17
C18 18.804 19.988 21.038  0.16
C19 19.593 19.758 22.351  0.18
O5 19.897 20.921 23.118  -0.48
C20 21.011 21.712 22.738  -0.38
N5 18.872 18.814 20.188  1.03
H45 17.462 21.356 22.064  0.48
H46 16.781 19.718 21.872  -0.08
H47 16.818 20.675 20.473  0.13
H48 19.332 20.701 20.505  0.79
H49 20.513 19.248 22.029  0.12
H50 19.008 19.125 23.035  -0.43
H51 21.517 22.236 23.535  0.34
H52 20.684 22.473 21.989  0.22
H53 21.740 21.040 22.236  -0.01
H54 19.773 18.713 19.729  -0.41
H55 18.574 17.945 20.626  -0.59
C21 14.679 8.968 22.963  -1.72
C22 15.127 9.109 21.546  0.37
C23 14.950 10.442 20.914  0.63
O6 13.617 10.864 21.105  -0.46
C24 13.374 11.972 20.232  -0.22
N6 16.515 8.709 21.481  -0.66
H56 13.620 9.127 23.091  0.38
H57 15.086 9.685 23.602  0.20
H58 15.049 7.997 23.291  0.45
H59 14.585 8.390 20.980  0.32
H60 15.082 10.300 19.836  -0.09
H61 15.717 11.189 21.181  -0.06
H62 13.833 12.888 20.579  -0.39
H63 12.324 12.198 20.227  0.35
H64 13.748 11.821 19.202  0.33
H65 16.762 8.684 20.525  0.30
H66 17.113 9.348 22.026  0.15
C25 25.459 13.545 11.097  -1.75
C26 24.460 14.172 12.036  0.79
C27 24.815 14.048 13.487  -0.29
O7 24.585 12.696 13.843  -0.55
C28 24.709 12.489 15.242  -0.55
N7 24.201 15.652 11.645  -0.57
H67 25.070 13.565 10.082  0.40
H68 25.775 12.523 11.372  0.31
H69 26.370 14.126 11.003  0.38
H70 23.564 13.585 11.924  -0.17
H71 24.189 14.618 14.128  -0.06
H72 25.857 14.303 13.727  0.74
H73 24.498 11.419 15.479  0.39
H74 24.052 13.185 15.806  -0.01
H75 25.730 12.728 15.603  0.57
H76 23.429 15.554 10.991  0.32
H77 23.766 16.153 12.401  0.08
C29 14.904 17.715 24.963  -1.85
C30 16.103 17.788 25.855  0.34
C31 16.416 16.506 26.596  0.14
O8 15.272 16.050 27.276  -0.41
C32 15.453 14.875 28.086  -0.55
N8 17.256 18.117 25.029  -0.24
H78 14.803 18.631 24.394  0.55
H79 13.972 17.682 25.523  0.51
H80 14.971 16.912 24.245  0.32
H81 15.819 18.567 26.655  0.21
H82 17.168 16.745 27.339  0.60
H83 16.894 15.727 25.952  -0.36
H84 16.269 14.881 28.820  0.34
H85 15.709 14.023 27.434  0.04
H86 14.541 14.662 28.630  0.28
H87 17.912 18.682 25.539  0.26
H88 16.948 18.733 24.299  -0.04
C33 15.036 17.552 20.509  -0.64
C34 14.226 16.919 19.338  -0.09
C35 14.556 17.543 17.936  0.89
O9 13.716 17.165 16.865  -0.42
C36 13.883 17.854 15.698  -0.56
N9 14.391 15.498 19.345  -0.01
H89 14.679 18.525 20.764  0.75
H90 16.139 17.569 20.343  -0.19
H91 14.766 16.936 21.341  -0.13
H92 13.143 17.082 19.550  0.63
H93 15.550 17.172 17.673  -0.92
H94 14.601 18.657 18.003  0.22
H95 14.939 17.924 15.271  0.04
H96 13.672 18.937 15.718  0.29
H97 13.238 17.339 14.981  0.36
H98 15.139 15.241 18.681  -0.23
H99 13.510 15.078 18.998  0.32
C37 16.408 9.033 15.059  -1.48
C38 16.981 9.456 16.421  0.47
C39 17.027 10.951 16.476  -0.20
O10 15.704 11.419 16.307  -0.54
C40 15.646 12.850 16.260  -0.60
N10 16.313 8.905 17.588  -0.41
H100 15.319 9.101 14.959  0.29
H101 16.612 7.974 14.741  0.40
H102 16.893 9.653 14.249  0.28
H103 18.029 9.096 16.505  0.00
H104 17.650 11.389 15.708  0.42
H105 17.490 11.207 17.400  0.10
H106 16.083 13.355 17.087  -0.03
H107 14.638 13.181 16.078  0.45
H108 16.182 13.177 15.380  0.41
H109 15.312 8.951 17.558  0.25
H110 16.474 7.892 17.616  0.26
C41 22.752 20.490 18.009  -1.35
C42 23.345 20.220 19.348  1.12
C43 23.385 18.700 19.709  -0.53
O11 22.062 18.185 19.736  0.73
C44 22.003 16.925 20.430  -1.42
N11 24.721 20.662 19.292  -0.37
H111 22.863 21.601 17.826  0.56
H112 21.668 20.358 17.955  0.18
H113 23.299 20.037 17.199  -0.04
H114 22.777 20.717 20.130  -0.32
H115 23.846 18.474 20.659  0.62
H116 24.046 18.313 18.905  -0.44
H117 22.323 17.105 21.472  0.54
H118 22.635 16.152 19.949  0.40
H119 20.929 16.678 20.461  0.02
H120 24.915 21.490 18.823  0.16
H121 25.201 20.511 20.186  0.30
C45 13.833 14.415 23.244  -0.12
C46 14.188 13.639 24.497  0.33
C47 13.651 12.233 24.441  -0.30
O12 14.108 11.465 25.577  -0.22
C48 13.190 11.537 26.670  -0.78
N12 15.623 13.611 24.617  0.76
H122 12.848 14.857 23.310  0.56
H123 13.741 13.778 22.359  -0.47
H124 14.572 15.202 23.027  -0.45
H125 13.762 14.135 25.354  0.30
H126 13.945 11.799 23.484  -0.41
H127 12.538 12.186 24.438  0.43
H128 13.550 10.980 27.534  0.28
H129 12.245 11.149 26.404  0.36
H130 13.052 12.639 27.016  0.23
H131 15.980 13.101 25.403  -0.16
H132 16.008 13.318 23.745  -0.39
C49 21.876 10.692 23.132  -1.36
C50 21.927 11.868 22.107  2.35
C51 20.660 11.888 21.229  -0.21
O13 20.660 10.729 20.534  -0.36
C52 19.445 10.452 19.941  -0.29
N13 21.947 13.101 22.807  -0.39
H133 22.773 10.242 23.425  0.41
H134 21.152 9.960 22.671  0.19
H135 21.529 11.120 24.080  0.23
H136 22.770 11.626 21.445  -1.38
H137 20.566 12.767 20.561  -0.62
H138 19.838 11.891 21.962  0.49
H139 18.593 10.585 20.690  -0.18
H140 19.508 9.444 19.636  0.53
H141 19.275 11.090 19.071  0.10
H142 22.555 13.755 22.341  0.15
H143 22.359 13.104 23.722  0.29
C53 20.732 9.565 30.274  -0.74
O14 20.188 10.020 29.085  -0.30
C54 19.218 9.101 28.493  -0.56
C55 19.041 9.561 27.080  -0.45
N14 18.706 11.003 27.076  -0.33
C56 18.780 11.583 25.697  0.61
C57 18.828 13.043 25.733  1.03
O15 20.023 13.438 26.350  -0.47
C58 20.011 14.837 26.442  -0.53
H144 20.807 8.442 30.339  0.29
H145 20.223 9.977 31.241  0.23
H146 21.768 9.886 30.358  0.25
H147 18.260 9.066 29.066  0.30
H148 19.567 8.050 28.564  0.44
H149 18.228 8.956 26.609  0.28
H150 19.919 9.288 26.447  0.18
H151 19.422 11.485 27.665  0.44
H152 17.841 11.263 25.139  -0.21
H153 19.609 11.103 25.119  -0.42
H154 17.933 13.501 26.223  -0.53
H155 18.800 13.390 24.677  -0.17
H156 19.944 15.277 25.459  0.12
H157 20.975 15.117 26.867  0.34
H158 19.212 15.119 27.128  0.28
C59 20.237 14.672 10.952  -0.87
O16 20.006 15.050 12.319  -0.11
C60 19.880 13.953 13.263  -0.89
C61 21.163 13.805 14.143  2.59
N15 21.046 12.773 15.131  1.04
C62 21.568 11.492 14.684  -0.61
C63 21.058 10.346 15.553  -0.48
O17 21.759 10.396 16.815  0.19
C64 21.714 9.176 17.532  -0.56
H159 20.196 15.657 10.423  0.25
H160 19.376 14.083 10.543  0.33
H161 21.138 14.082 10.823  0.31
H162 19.613 13.045 12.703  0.49
H163 19.046 14.207 13.884  0.00
H164 21.203 14.749 14.687  -1.02
H165 22.110 13.761 13.530  -1.26
H166 21.456 13.025 16.009  -0.39
H167 22.635 11.326 14.619  -0.21
H168 21.169 11.290 13.703  0.72
H169 21.160 9.374 15.078  0.68
H170 20.027 10.638 15.830  -0.30
H171 20.703 8.813 17.605  0.15
H172 22.087 9.384 18.517  -0.05
H173 22.378 8.399 17.068  0.26
C65 21.705 16.481 16.689  -0.32
O18 20.429 15.899 17.026  1.00
C66 19.371 16.817 16.651  0.14
C67 18.041 16.145 16.978  -0.93
N16 17.699 15.816 18.436  1.22
C68 18.316 14.653 19.051  -0.30
C69 17.983 14.612 20.507  -0.55
O19 18.679 15.699 21.195  1.18
C70 18.144 15.678 22.481  -0.36
H174 22.482 15.776 16.975  -0.68
H175 22.001 17.451 17.105  -0.04
H176 21.665 16.666 15.600  0.07
H177 19.393 16.975 15.573  0.03
H178 19.502 17.809 17.113  -0.14
H179 18.060 15.182 16.451  0.01
H180 17.307 16.857 16.570  -0.05
H181 17.745 16.610 19.056  -0.49
H182 19.381 14.727 19.054  -0.27
H183 18.106 13.816 18.420  0.00
H184 18.347 13.693 20.900  0.23
H185 16.894 14.756 20.587  0.18
H186 17.166 16.236 22.566  -0.29
H187 18.779 16.285 23.138  0.19
H188 18.091 14.625 22.917  -0.30

[2]
DFT (ωB97M-V/def2-TZVPD) results for a cluster of 2 separate species, C3H6N in total in a non-equilibrium geometry.

Its multiplicity is 1. The total charge is +1. The energy above the lowest of the compared OMol25 structures with the same formula, charge and spin is 162.8 kcal per mole. As for the HOMO energy (alpha / beta): -15.026 / -15.404 eV. The calculation puts the HOMO-LUMO gap (alpha / beta) at 7.91 / 10.13 eV.

Last column: Mulliken charge in e.
CARTESIAN COORDINATES (ANGSTROEM)
C1 -1.203 -0.571 0.051  -0.07
C2 -1.361 0.734 -0.030  -0.05
C3 1.183 0.075 -0.615  -0.73
N1 -0.006 0.134 0.168  -0.01
H1 -1.677 -1.580 0.286  0.33
H2 -1.688 1.641 0.121  0.46
H3 1.547 1.075 -0.779  0.34
H4 1.644 -0.813 -0.259  0.36
H5 0.922 0.000 -1.706  0.33
H6 0.636 -0.695 2.762  0.04

[3]
DFT (ωB97M-V/def2-TZVPD) results for the molecule C30H51N5O8.

Its multiplicity is 1. The energy above the lowest of the compared OMol25 structures with the same formula, charge and spin is 1.7 kcal per mole. As for the HOMO energy: -8.886 eV. The calculation puts the HOMO-LUMO gap at 9.58 eV.

Last column: natural (NBO) charge in e.
CARTESIAN COORDINATES (ANGSTROEM)
C1 -5.683 -1.535 0.748  -0.61
H1 -6.635 -2.016 0.961  0.21
H2 -5.729 -1.124 -0.256  0.21
H3 -4.901 -2.288 0.787  0.21
C2 -5.411 -0.436 1.773  -0.22
C3 -5.563 -0.991 3.190  -0.60
H4 -5.382 -0.215 3.930  0.21
H5 -6.566 -1.382 3.341  0.21
H6 -4.852 -1.797 3.357  0.20
C4 -4.007 0.155 1.620  -0.38
H7 -3.859 0.932 2.375  0.21
H8 -3.268 -0.630 1.793  0.22
C5 -3.690 0.774 0.242  -0.14
N1 -2.352 1.311 0.240  -0.59
C6 -1.248 0.559 0.123  0.65
O1 -1.282 -0.660 -0.042  -0.68
C7 -0.011 1.341 0.230  0.04
C8 1.318 0.978 0.052  0.03
N2 2.039 2.104 0.316  -0.49
C9 1.166 3.073 0.642  0.19
N3 -0.071 2.658 0.588  -0.48
H9 1.458 4.068 0.912  0.20
H10 3.058 2.113 0.378  0.48
C10 2.044 -0.245 -0.344  0.65
O2 3.184 -0.173 -0.786  -0.66
N4 1.387 -1.393 -0.113  -0.62
C11 2.011 -2.682 -0.288  -0.14
C12 2.393 -3.312 1.070  -0.39
C13 3.128 -2.343 2.001  -0.40
H11 2.484 -1.479 2.179  0.20
C14 4.463 -1.861 1.439  -0.44
H12 4.317 -1.526 0.412  0.24
H13 5.186 -2.679 1.433  0.19
C15 5.026 -0.666 2.216  -0.21
N5 5.991 0.059 1.419  -0.61
C16 5.665 1.187 0.743  0.93
O3 4.731 1.909 1.026  -0.71
O4 6.568 1.409 -0.218  -0.53
C17 6.477 2.571 -1.076  0.27
C18 5.107 2.650 -1.755  -0.64
H14 4.396 3.186 -1.132  0.21
H15 4.721 1.649 -1.937  0.24
H16 5.197 3.171 -2.704  0.21
C19 7.573 2.336 -2.117  -0.61
H17 7.336 1.458 -2.710  0.22
H18 8.526 2.173 -1.620  0.21
H19 7.657 3.199 -2.771  0.21
C20 6.765 3.834 -0.264  -0.64
H20 6.035 3.939 0.534  0.23
H21 7.759 3.781 0.175  0.21
H22 6.710 4.706 -0.911  0.21
H23 6.742 -0.481 1.015  0.40
H24 4.228 0.042 2.451  0.22
H25 5.501 -0.983 3.150  0.19
H26 3.288 -2.838 2.961  0.21
H27 3.009 -4.191 0.877  0.21
H28 1.474 -3.634 1.564  0.21
H29 2.900 -2.551 -0.914  0.24
C21 1.044 -3.621 -1.015  0.82
O5 1.348 -4.280 -1.975  -0.60
O6 -0.128 -3.588 -0.412  -0.53
C22 -1.305 -4.239 -0.955  0.27
C23 -2.411 -3.845 0.022  -0.63
H30 -3.373 -4.194 -0.341  0.21
H31 -2.421 -2.761 0.112  0.24
H32 -2.220 -4.275 1.001  0.21
C24 -1.104 -5.752 -0.996  -0.64
H33 -2.022 -6.233 -1.321  0.21
H34 -0.843 -6.122 -0.006  0.21
H35 -0.305 -6.008 -1.687  0.24
C25 -1.597 -3.674 -2.343  -0.65
H36 -0.800 -3.931 -3.035  0.24
H37 -2.533 -4.079 -2.717  0.21
H38 -1.676 -2.590 -2.281  0.22
H39 0.384 -1.362 0.087  0.46
H40 -2.237 2.298 0.437  0.45
C26 -4.650 1.923 -0.050  0.82
O7 -4.399 3.065 0.241  -0.61
O8 -5.751 1.480 -0.628  -0.52
C27 -6.858 2.369 -0.947  0.27
C28 -6.407 3.420 -1.960  -0.64
H41 -7.259 4.017 -2.271  0.22
H42 -5.660 4.074 -1.520  0.24
H43 -5.978 2.936 -2.835  0.21
C29 -7.391 3.024 0.326  -0.65
H44 -8.259 3.631 0.085  0.22
H45 -6.631 3.661 0.772  0.24
H46 -7.684 2.264 1.047  0.21
C30 -7.909 1.443 -1.557  -0.62
H47 -8.794 2.011 -1.826  0.22
H48 -7.512 0.962 -2.447  0.22
H49 -8.186 0.672 -0.843  0.22
H50 -3.769 0.007 -0.533  0.23
H51 -6.149 0.360 1.636  0.19